1.
The following is a quantum chemistry calculation of C24H29IrN4O4P2 as an isolated structure, from the Open Molecules 2025 dataset.

As for the charge: +3. Its multiplicity is 2. For the LUMO energy (alpha / beta), the calculation gives -9.19 / -11.92 eV. The total energy is -60901.6774 eV. For the HOMO energy (alpha / beta), the calculation gives -0.6550 / -0.6549 Eh. Its gap between HOMO and LUMO (alpha / beta) is 8.64 / 5.90 eV. The calculation puts the energy relative to the best compared isomer or geometry (same formula, charge and spin) at 66.3 kJ/mol.

XYZ file:
```
64
C24H29IrN4O4P2 | the Open Molecules 2025 dataset | wB97M-V/def2-TZVPD
Ir -0.67591 0.71218 -0.06999
O 0.26535 5.21142 -2.33007
C -0.18519 4.13554 -1.71723
O -1.25096 3.63347 -1.98415
C 0.77070 3.71484 -0.63178
C 1.82397 4.58216 -0.38575
C 2.72445 4.32432 0.63239
C 2.53183 3.19421 1.39075
C 1.46187 2.36250 1.09911
N 0.58565 2.58148 0.09567
C 1.26638 1.15093 1.97958
O 2.10260 0.82427 2.78400
O 0.13599 0.53179 1.78765
H -0.37313 5.52569 -2.99004
H 1.91768 5.46975 -0.99140
H 3.54384 5.00205 0.83181
H 3.17866 2.92416 2.21284
C 0.08424 0.76664 -3.53495
P -1.19235 0.40646 -2.31342
C -1.59041 -1.32591 -2.67752
C -2.73894 1.27137 -2.73351
C -3.68528 1.10570 -1.53619
P -2.81067 1.41776 0.03174
C -2.82063 3.17866 0.39048
C -3.87581 0.71149 1.30173
H -0.31411 0.57460 -4.53205
H 0.93238 0.09837 -3.37038
H 0.42055 1.79748 -3.48135
H -1.92942 -1.40292 -3.71075
H -2.37421 -1.70515 -2.02224
H -0.70912 -1.95712 -2.56258
H -3.16900 0.84263 -3.64164
H -2.51896 2.31346 -2.91935
H -4.07605 0.08584 -1.47838
H -4.54826 1.77438 -1.59199
H -3.85500 3.50288 0.51762
H -2.35928 3.74091 -0.41564
H -2.27763 3.35400 1.32148
H -4.78161 1.32167 1.31759
H -3.40888 0.77350 2.28638
H -4.17050 -0.30861 1.07476
C -1.43312 -3.12271 1.70642
C -1.64129 -1.83732 1.24080
N -0.87019 -1.29429 0.29284
C 0.15911 -2.01038 -0.19779
C 0.46586 -3.28155 0.25177
C -0.37282 -3.85484 1.21055
C 1.58014 -4.07024 -0.34138
C 2.74720 -4.41278 0.21003
C 3.31147 -4.00947 1.51234
C 4.45945 -4.65662 1.98719
C 4.93408 -4.21544 3.21028
N 4.29144 -3.23949 3.80847
C 3.21921 -2.60186 3.38696
N 2.76028 -3.02416 2.22056
H -2.10175 -3.53236 2.45110
H -2.42085 -1.22758 1.64593
H 0.75347 -1.54302 -0.97541
H -0.19637 -4.86749 1.54815
H 1.37771 -4.47596 -1.32824
H 3.38952 -5.07731 -0.35377
H 4.94730 -5.45581 1.44660
H 5.81249 -4.62746 3.70247
H 2.77279 -1.78071 3.93086
```

2.
The following is a quantum chemistry calculation of an isolated ion of composition C24H29N2O2 and charge +1, from the Open Molecules 2025 dataset.

As for the charge: +1. For the LUMO energy, the calculation gives -2.08 eV. The total energy is -32427.9521 eV. For the HOMO energy, the calculation gives -0.3823 Eh. Its gap between HOMO and LUMO is 8.32 eV. The calculation puts the energy relative to the best compared isomer or geometry (same formula, charge and spin) at 0.0 kJ/mol. As for the SMILES: COc1ccc(OC)c(C[NH+]2CCN(Cc3cccc4ccccc34)CC2)c1.

XYZ file:
```
57
C24H29N2O2 | the Open Molecules 2025 dataset | wB97M-V/def2-TZVPD
C -6.12718 -3.54765 0.80065
O -5.10148 -3.06616 -0.04363
C -4.67954 -1.79565 0.09933
C -5.14801 -0.88595 1.04214
C -4.63005 0.39783 1.09934
C -3.64482 0.80449 0.21634
O -3.05699 2.05815 0.21620
C -3.58687 3.04945 1.07739
C -3.16993 -0.10008 -0.74689
C -2.13808 0.34759 -1.74845
N -0.97018 0.95951 -1.06776
C -0.21166 -0.01985 -0.25920
C 0.88714 0.70097 0.51125
N 1.76897 1.34531 -0.43620
C 3.00709 1.82852 0.16392
C 3.79619 0.69951 0.77389
C 4.09579 0.72490 2.11220
C 4.83872 -0.30051 2.71410
C 5.27314 -1.35780 1.96781
C 4.98689 -1.42823 0.58830
C 5.43465 -2.51215 -0.19628
C 5.16186 -2.57071 -1.53333
C 4.42831 -1.54249 -2.14330
C 3.97773 -0.47955 -1.41088
C 4.23942 -0.38739 -0.02669
C 1.04852 2.34957 -1.18352
C -0.05502 1.66495 -1.98677
C -3.68096 -1.38157 -0.78809
H -6.30285 -4.57483 0.48802
H -5.81890 -3.53610 1.84982
H -7.04736 -2.96979 0.67924
H -5.91901 -1.16006 1.74262
H -5.01518 1.07431 1.84410
H -3.43875 2.78390 2.12713
H -4.64811 3.21381 0.88308
H -3.03526 3.96067 0.85212
H -2.57490 1.10557 -2.40552
H -1.80045 -0.49360 -2.35574
H -1.39125 1.65379 -0.41976
H -0.89946 -0.52972 0.41689
H 0.23954 -0.74835 -0.93565
H 1.46541 -0.02679 1.08259
H 0.43746 1.42020 1.22270
H 3.59429 2.29821 -0.62993
H 2.80494 2.59150 0.93297
H 3.76398 1.55470 2.72064
H 5.06149 -0.24205 3.76839
H 5.84603 -2.15344 2.42015
H 6.00385 -3.29460 0.28355
H 5.51144 -3.40069 -2.12831
H 4.22672 -1.59504 -3.20340
H 3.41577 0.30473 -1.89206
H 1.73496 2.84333 -1.87351
H 0.60529 3.12668 -0.53127
H -0.61813 2.39841 -2.56595
H 0.38654 0.92995 -2.66272
H -3.33174 -2.08971 -1.52208
```

3.
The following is a quantum chemistry calculation of a 3-piece molecular cluster, C24H29N3O2 overall in a non-equilibrium geometry, from the Open Molecules 2025 dataset.

For the LUMO energy, the calculation gives -0.55 eV. The total energy is -33921.6583 eV. For the HOMO energy, the calculation gives -0.3112 Eh. Its gap between HOMO and LUMO is 7.92 eV. The calculation puts the energy relative to the best compared isomer or geometry (same formula, charge and spin) at 411.9 kJ/mol. As for the SMILES: [H]/N=C\CC1=CC(=O)C=C(Cc2ccc(C)cc2)C1=O.CCCC#N.CCCC#N.

XYZ file:
```
58
C24H29N3O2 | the Open Molecules 2025 dataset | wB97M-V/def2-TZVPD
H 0.30967 0.30395 -1.71190
N 1.06196 0.95426 -1.95512
C 2.11919 0.63584 -1.33761
C 2.27226 -0.49495 -0.35193
C 1.55571 -1.74576 -0.76774
C 1.84031 -2.48869 -1.83321
C 0.98812 -3.67996 -2.09093
O 1.42043 -4.70357 -2.55587
C -0.44229 -3.49516 -1.72712
C -0.75697 -2.76190 -0.66115
C -2.19327 -2.48877 -0.27347
C -2.41213 -1.93669 1.11806
C -2.94177 -2.73398 2.12477
C -3.09868 -2.20668 3.40919
C -2.71374 -0.89681 3.67609
C -2.83556 -0.32648 5.06885
C -2.20266 -0.08524 2.65734
C -2.05049 -0.61432 1.38316
C 0.41464 -2.20887 0.09442
O 0.49661 -2.17130 1.29238
H 2.99457 1.26184 -1.50079
H 3.32004 -0.68553 -0.10071
H 1.80885 -0.14606 0.57537
H 2.66293 -2.24755 -2.49099
H -1.18922 -3.96699 -2.35027
H -2.52774 -1.71230 -0.96875
H -2.81716 -3.35271 -0.48615
H -3.20192 -3.75393 1.87859
H -3.49331 -2.85547 4.17907
H -3.30244 0.65432 5.07813
H -1.83464 -0.26714 5.49707
H -3.39376 -0.99231 5.72328
H -1.93148 0.92828 2.88302
H -1.64642 0.01987 0.60287
C 6.95186 -0.82994 -4.02476
C 6.04712 0.39708 -4.03899
C 6.08020 1.17802 -2.71967
C 5.62730 0.34210 -1.60605
N 5.26681 -0.30986 -0.73444
H 6.63724 -1.54937 -3.26743
H 6.92129 -1.33671 -4.98888
H 7.98791 -0.55219 -3.82219
H 5.02186 0.08852 -4.25266
H 6.35428 1.06439 -4.84560
H 5.43141 2.05280 -2.77949
H 7.09196 1.52389 -2.50316
C -5.11968 4.22704 2.41836
C -4.62101 4.72995 1.06830
C -3.94067 3.63398 0.23973
C -2.77288 3.09700 0.93964
N -1.86590 2.66926 1.49440
H -4.29598 3.87586 3.04148
H -5.62216 5.02723 2.96147
H -5.82847 3.40607 2.29469
H -3.92266 5.55399 1.22480
H -5.46163 5.12732 0.49707
H -3.61266 4.02987 -0.72171
H -4.63515 2.81447 0.04714
```

4.
The following is a quantum chemistry calculation of one molecule with the formula C24H29N3O3S in a non-equilibrium geometry, from the Open Molecules 2025 dataset.

For the LUMO energy, the calculation gives 0.48 eV. The total energy is -46807.0172 eV. For the HOMO energy, the calculation gives -0.2735 Eh. Its gap between HOMO and LUMO is 7.92 eV. The calculation puts the energy relative to the best compared isomer or geometry (same formula, charge and spin) at 192.8 kJ/mol.

XYZ file:
```
60
C24H29N3O3S | the Open Molecules 2025 dataset | wB97M-V/def2-TZVPD
C 4.30818 1.03040 3.91377
C 5.10515 -0.05630 3.26396
C 6.30216 -0.46494 3.83840
C 7.07574 -1.46398 3.27674
C 6.65965 -2.08424 2.10910
C 5.47594 -1.69739 1.51884
C 4.68967 -0.68799 2.08240
C 3.46543 -0.35777 1.38317
N 3.06823 -0.92965 0.27888
C 1.87981 -0.33705 -0.04242
C 1.58448 0.59746 0.91445
O 2.59791 0.58312 1.81366
C 0.43457 1.50998 1.12002
H 0.22754 2.07965 0.21584
H -0.45278 0.93055 1.37811
H 0.65644 2.19463 1.93355
C 1.12135 -0.75619 -1.23554
H 0.15418 -0.26533 -1.30759
H 1.69165 -0.59039 -2.15003
S 0.86775 -2.59722 -1.17715
O -0.08986 -2.88384 -2.26011
C -0.15602 -2.62220 0.37504
C -1.41999 -1.79101 0.28317
O -1.67037 -0.90728 1.08685
N -2.22067 -2.15221 -0.72930
H -1.80255 -2.71271 -1.46921
C -3.47154 -1.49524 -1.03971
C -3.32273 -0.46131 -2.15975
H -2.72088 -0.89930 -2.95949
H -4.31041 -0.23361 -2.56142
C -2.66766 0.84775 -1.68080
N -3.58046 1.73622 -1.00796
C -4.45570 2.53090 -1.70952
C -5.31818 3.41395 -1.04312
C -6.19039 4.22487 -1.74069
C -6.24060 4.19397 -3.12330
C -5.39485 3.33017 -3.79653
C -4.52110 2.51051 -3.11050
H -3.88985 1.85048 -3.68328
H -5.41598 3.28664 -4.87648
H -6.92488 4.82896 -3.66490
H -6.83978 4.89251 -1.19196
H -5.30877 3.47842 0.03227
C -3.63049 1.70161 0.43489
H -3.33744 2.66698 0.86135
H -2.94489 0.94464 0.80726
H -4.63544 1.45594 0.79136
H -2.22236 1.36773 -2.53552
H -1.85980 0.61275 -0.98572
H -4.18197 -2.26836 -1.34663
H -3.83736 -1.02234 -0.12743
H 0.47708 -2.27172 1.18645
H -0.40972 -3.67060 0.53068
H 5.12672 -2.16039 0.60979
H 7.25763 -2.86468 1.66362
H 8.00152 -1.75734 3.74905
H 6.63383 0.01417 4.74869
H 4.17646 1.87001 3.23291
H 4.80903 1.38463 4.81156
H 3.31693 0.67072 4.18564
```

> Among the records above, which one has the lowest energy relative to the best compared isomer or geometry (same formula, charge and spin)?

C24H29N2O2